Model a:
Below is 2 unconnected molecules or ions with the total composition CH4IN, with properties calculated with ωB97M-V/def2-TZVPD.

Values from the calculation:
- orbital gap (alpha / beta) (eV) = 7.7 / 9.0
- molar mass (g/mol) = 156.95
- HOMO level (alpha / beta) (eV) = -8.59 / -9.14
- LUMO energy (alpha / beta) (eV) = -0.9 / -0.2

```
! RIJCOSX wB97M-V def2-TZVPD def2/J DEFGRID3
* xyz 0 1
C -1.153 -0.507 -0.055
N 1.104 0.729 0.563
I 2.623 -0.254 -0.224
H -1.615 0.116 -0.729
H -0.569 -1.291 -0.347
H -1.274 -0.362 0.914
H 0.884 1.570 -0.121
*
```


Model b:
Below is a single CH4IN molecule, with properties calculated with ωB97M-V/def2-TZVPD.

Values from the calculation:
- SMILES = CNI
- orbital gap (eV) = 8.9
- molar mass (g/mol) = 156.95
- HOMO level (eV) = -8.89
- LUMO energy (eV) = 0.0

```
! RIJCOSX wB97M-V def2-TZVPD def2/J DEFGRID3
* xyz 0 1
C 0.748 0.295 0.112
N -0.638 -0.865 0.117
I -2.404 0.172 -0.055
H 0.644 0.964 0.888
H 1.634 -0.286 0.268
H 0.631 1.067 -0.628
H -0.614 -1.347 -0.703
*
```


Short version: model b is the most stable of them.


Model a:
Below is 4 unconnected molecules or ions with the total composition C4H14O3, with properties calculated with ωB97M-V/def2-TZVPD.

Values from the calculation:
- SMILES = C=CCC.O.O.O
- orbital gap (eV) = 10.0
- molar mass (g/mol) = 110.15
- HOMO level (eV) = -9.48
- LUMO energy (eV) = 0.5

```
! RIJCOSX wB97M-V def2-TZVPD def2/J DEFGRID3
* xyz 0 1
C 2.456 -1.625 0.932
C 2.791 -2.002 -0.319
C 1.550 -2.034 -1.258
C 1.126 -0.627 -1.660
H 3.113 -1.508 1.795
H 1.470 -1.184 1.040
H 3.778 -2.214 -0.698
H 0.784 -2.602 -0.742
H 1.931 -2.721 -2.038
H 1.129 -0.468 -2.733
H 1.560 0.208 -1.117
H 0.026 -0.628 -1.575
O 0.393 4.455 3.268
H -0.345 3.877 3.500
H 1.116 3.856 3.032
O -6.021 -1.844 1.218
H -6.449 -1.047 0.901
H -5.333 -1.427 1.753
O -1.512 3.151 -1.495
H -1.084 3.300 -2.350
H -2.478 3.084 -1.455
*
```


Model b:
Below is 4 unconnected molecules or ions with the total composition C4H14O3, with properties calculated with ωB97M-V/def2-TZVPD.

Values from the calculation:
- SMILES = C=C(C)C.O.O.O
- orbital gap (eV) = 9.5
- molar mass (g/mol) = 110.15
- HOMO level (eV) = -9.18
- LUMO energy (eV) = 0.3

```
! RIJCOSX wB97M-V def2-TZVPD def2/J DEFGRID3
* xyz 0 1
C 2.721 -0.938 -0.842
C 2.326 0.180 -0.232
C 2.542 0.269 1.274
C 1.557 1.283 -0.892
H 2.503 -1.049 -1.897
H 3.294 -1.615 -0.228
H 2.660 1.308 1.613
H 3.539 -0.032 1.613
H 1.739 -0.280 1.746
H 2.199 1.734 -1.658
H 1.250 2.140 -0.300
H 0.661 0.876 -1.366
O -0.745 -0.493 1.556
H -0.630 -0.128 2.435
H -1.285 0.078 1.006
O -2.910 -1.362 0.090
H -2.102 -1.607 0.581
H -3.551 -1.449 0.804
O -3.751 1.028 -1.390
H -3.215 0.332 -0.987
H -3.180 1.804 -1.376
*
```


Short version: model b is the most stable of them.


Model a:
Below is a molecular structure, F6H18O9P, with properties calculated with ωB97M-V/def2-TZVPD.

Values from the calculation:
- orbital gap (eV) = 8.3
- molar mass (g/mol) = 307.10
- HOMO level (eV) = -5.78
- LUMO energy (eV) = 2.5

```
! RIJCOSX wB97M-V def2-TZVPD def2/J DEFGRID3
* xyz -1 1
P 19.319 -10.710 5.215
F 19.738 -9.373 6.155
F 19.686 -11.694 6.409
F 17.887 -10.626 5.920
F 18.871 -11.879 4.179
F 18.863 -9.620 4.032
F 20.880 -10.743 4.721
O 18.955 -10.638 8.130
H 19.511 -10.640 7.351
H 19.476 -10.189 8.795
O 20.706 -8.204 4.222
H 21.492 -8.621 3.868
H 20.057 -8.906 4.258
O 20.540 -10.139 2.118
H 20.098 -9.330 2.374
H 20.365 -10.222 1.180
O 17.319 -8.361 4.460
H 17.753 -7.510 4.396
H 18.031 -8.984 4.602
O 16.735 -11.973 5.011
H 17.522 -11.430 4.946
H 16.561 -12.251 4.112
O 17.346 -12.457 7.000
H 18.188 -12.002 6.981
H 16.972 -12.305 6.132
O 21.727 -9.399 6.678
H 20.833 -9.478 6.345
H 22.013 -8.530 6.395
O 19.746 -7.519 7.358
H 19.651 -8.107 6.610
H 18.915 -7.593 7.828
O 20.688 -12.703 3.262
H 21.010 -12.336 2.439
H 20.017 -12.087 3.554
*
```


Model b:
Below is 10 unconnected molecules or ions with the total composition F6H18O9P, with properties calculated with ωB97M-V/def2-TZVPD.

Values from the calculation:
- orbital gap (eV) = 10.5
- molar mass (g/mol) = 307.10
- HOMO level (eV) = -8.11
- LUMO energy (eV) = 2.4

```
! RIJCOSX wB97M-V def2-TZVPD def2/J DEFGRID3
* xyz -1 1
P -0.316 0.023 0.495
F -1.110 -0.888 -0.574
F 0.724 0.452 -0.701
F -1.338 1.249 0.083
F 0.367 1.162 1.424
F -1.329 -0.443 1.667
F 0.764 -1.097 0.888
O -1.019 -3.780 2.074
H -0.744 -3.652 1.161
H -0.529 -3.114 2.566
O 3.274 1.727 1.454
H 2.915 0.933 1.042
H 3.732 2.186 0.745
O 0.915 -1.362 4.129
H 1.709 -0.884 3.872
H 0.335 -1.268 3.367
O -0.843 -3.582 -2.590
H -0.826 -2.969 -1.846
H 0.015 -3.472 -3.010
O 2.967 -0.445 -2.738
H 2.632 0.341 -2.291
H 3.205 -0.150 -3.621
O -0.911 0.373 -3.340
H -0.284 -0.356 -3.340
H -1.502 0.164 -2.608
O 1.444 3.917 -1.325
H 1.642 3.740 -2.249
H 1.203 3.056 -0.962
O -4.037 -0.817 1.185
H -4.157 -1.080 2.101
H -3.079 -0.708 1.097
O -1.850 3.840 0.900
H -2.617 3.844 0.322
H -1.352 3.058 0.619
*
```


Model c:
Below is 10 unconnected molecules or ions with the total composition F6H18O9P, with properties calculated with ωB97M-V/def2-TZVPD.

Values from the calculation:
- orbital gap (eV) = 11.3
- molar mass (g/mol) = 307.10
- HOMO level (eV) = -8.40
- LUMO energy (eV) = 2.9

```
! RIJCOSX wB97M-V def2-TZVPD def2/J DEFGRID3
* xyz -1 1
P 0.223 -0.690 -0.254
F 1.742 -0.338 -0.807
F 0.876 -2.037 0.343
F 0.515 0.054 1.160
F -1.258 -1.178 0.244
F -0.305 0.773 -0.687
F -0.081 -1.356 -1.683
O -2.122 -3.630 -2.408
H -2.924 -3.180 -2.687
H -1.551 -2.922 -2.080
O 2.493 -1.251 2.515
H 2.719 -2.054 2.993
H 1.810 -1.526 1.879
O 1.743 2.474 0.599
H 1.307 1.701 0.199
H 1.221 2.666 1.381
O 0.974 1.420 -3.567
H 1.252 0.879 -4.313
H 0.629 0.784 -2.928
O 0.372 0.904 3.855
H -0.014 1.727 3.541
H 0.718 0.472 3.056
O 3.339 -0.809 -3.306
H 3.462 0.130 -3.132
H 3.029 -1.167 -2.465
O -1.618 3.470 -1.811
H -0.702 3.178 -1.718
H -1.556 4.413 -1.987
O -4.251 -0.234 1.395
H -3.628 -0.576 2.052
H -3.717 0.334 0.831
O -1.906 -1.014 3.260
H -1.394 -0.728 4.025
H -1.397 -0.691 2.506
*
```


Short version: model c is the most stable of them.


Model a:
Below is 2 unconnected molecules or ions with the total composition C6H17NO, with properties calculated with ωB97M-V/def2-TZVPD.

Values from the calculation:
- SMILES = CCCNC(C)C.O
- orbital gap (eV) = 9.4
- molar mass (g/mol) = 119.21
- HOMO level (eV) = -8.54
- LUMO energy (eV) = 0.9

```
! RIJCOSX wB97M-V def2-TZVPD def2/J DEFGRID3
* xyz 0 1
C -2.352 0.331 -1.768
C -0.828 0.107 -1.489
C -0.495 -0.417 -0.064
N 0.546 0.461 0.493
C 1.933 0.127 0.173
C 2.792 1.360 0.561
C 2.389 -1.175 0.815
H -2.869 -0.357 -1.122
H -2.655 1.359 -1.925
H -2.551 -0.129 -2.755
H -0.202 -0.236 -2.317
H -0.450 1.118 -1.497
H -0.092 -1.430 -0.249
H -1.390 -0.522 0.535
H 0.381 0.600 1.480
H 2.104 0.017 -0.900
H 3.397 1.155 1.452
H 3.428 1.634 -0.276
H 2.159 2.211 0.810
H 3.278 -1.652 0.361
H 2.786 -1.058 1.825
H 1.648 -1.967 0.692
O -4.241 -0.851 1.804
H -5.125 -0.514 1.649
H -3.591 -0.172 1.712
*
```


Model b:
Below is 2 unconnected molecules or ions with the total composition C6H17NO, with properties calculated with ωB97M-V/def2-TZVPD.

Values from the calculation:
- SMILES = CCNCC(C)C.O
- orbital gap (eV) = 10.0
- molar mass (g/mol) = 119.21
- HOMO level (eV) = -9.09
- LUMO energy (eV) = 0.9

```
! RIJCOSX wB97M-V def2-TZVPD def2/J DEFGRID3
* xyz 0 1
C 0.518 1.995 1.497
C 1.149 0.619 1.723
N 1.144 -0.330 0.614
C -0.099 -0.459 -0.158
C -0.584 0.654 -1.129
C -2.108 0.863 -0.925
C -0.362 0.255 -2.597
H 0.871 2.469 0.583
H 0.784 2.675 2.304
H -0.562 1.967 1.340
H 2.196 0.811 1.956
H 0.616 0.172 2.560
H 1.829 0.024 -0.052
H 0.065 -1.316 -0.802
H -0.913 -0.766 0.505
H -0.193 1.649 -0.917
H -2.245 1.200 0.108
H -2.527 1.507 -1.697
H -2.659 -0.075 -0.952
H -1.166 0.643 -3.232
H -0.414 -0.827 -2.741
H 0.564 0.597 -3.053
O 0.338 -3.298 0.908
H 0.672 -3.024 1.770
H 0.861 -2.797 0.273
*
```


Model c:
Below is 4 unconnected molecules or ions with the total composition C6H17NO, with properties calculated with ωB97M-V/def2-TZVPD.

Values from the calculation:
- orbital gap (eV) = 5.1
- molar mass (g/mol) = 119.21
- HOMO level (eV) = -7.67
- LUMO energy (eV) = -2.6

```
! RIJCOSX wB97M-V def2-TZVPD def2/J DEFGRID3
* xyz 0 1
C 1.170 -0.053 -0.046
C 2.484 -0.527 0.519
C 3.703 0.113 -0.122
C 0.901 -0.056 -1.388
N -1.987 -0.177 -0.177
C -3.161 -1.030 -0.300
C -2.373 1.229 -0.303
H 0.287 -0.092 0.694
H 1.266 1.477 0.245
H 2.514 -1.625 0.405
H 2.541 -0.313 1.593
H 3.747 -0.021 -1.218
H 4.638 -0.316 0.249
H 3.729 1.201 0.049
H 1.596 -0.538 -2.071
H -0.053 0.289 -1.749
H -3.979 -0.749 0.384
H -3.578 -0.953 -1.317
H -2.850 -2.045 -0.123
H -1.478 1.852 -0.224
H -2.795 1.388 -1.299
H -3.094 1.542 0.464
H -0.998 0.123 2.814
H -1.569 -0.262 0.803
O -0.665 -0.454 2.117
*
```


Model d:
Below is 2 unconnected molecules or ions with the total composition C6H17NO, with properties calculated with ωB97M-V/def2-TZVPD.

Values from the calculation:
- SMILES = CCCNC(C)C.O
- orbital gap (eV) = 9.2
- molar mass (g/mol) = 119.21
- HOMO level (eV) = -8.39
- LUMO energy (eV) = 0.8

```
! RIJCOSX wB97M-V def2-TZVPD def2/J DEFGRID3
* xyz 0 1
C -2.454 0.646 0.498
C -1.320 1.688 0.764
C 0.046 1.323 0.199
N 0.601 0.222 0.964
C 1.349 -0.807 0.252
C 2.364 -1.475 1.175
C 0.440 -1.920 -0.340
H -3.336 1.248 0.297
H -2.188 0.068 -0.383
H -2.574 -0.012 1.355
H -1.650 2.600 0.255
H -1.296 1.970 1.819
H 0.639 2.239 0.157
H -0.105 1.089 -0.865
H -0.097 -0.210 1.550
H 1.830 -0.363 -0.621
H 2.854 -0.809 1.882
H 1.892 -2.293 1.719
H 3.200 -1.854 0.581
H 0.103 -1.742 -1.362
H 0.874 -2.884 -0.180
H -0.535 -1.929 0.151
O -0.571 0.492 -2.952
H -0.548 -0.292 -2.386
H -1.519 0.680 -2.966
*
```


Short version: model b is the most stable of them.